1.
The following is a DFT calculation (ωB97M-V/def2-TZVPD) of a 10-piece molecular cluster, C54H104N2O10S3 overall in a non-equilibrium geometry.

Last column: Mulliken charge in e.
Geometry (Å):
1 C 21.31724 13.01404 6.05669  -0.901
2 C 21.16432 12.40753 7.28897  -0.190
3 C 20.96692 11.02291 7.38555  -0.427
4 C 20.91644 10.33480 6.17984  0.540
5 C 21.03125 10.92460 4.93273  -0.894
6 C 21.20383 12.29424 4.88742  -0.161
7 N 20.83496 8.85192 6.23212  0.910
8 O 20.26940 8.37091 7.19900  -0.536
9 O 21.33898 8.23108 5.32269  -0.638
10 H 21.38992 14.09441 6.03140  0.424
11 H 21.25869 13.03833 8.16483  0.416
12 H 20.76327 10.40802 8.25044  0.449
13 H 20.97205 10.37795 4.00307  0.529
14 H 21.25944 12.81480 3.93911  0.406
15 C 12.06620 5.38392 4.86694  -0.338
16 C 13.32179 5.83894 5.23429  -0.627
17 C 13.55231 7.21666 5.24151  0.133
18 C 12.57368 8.08710 4.78982  -0.156
19 C 11.33798 7.61875 4.37629  -0.442
20 C 11.07030 6.27273 4.46967  -0.551
21 N 12.81147 9.53660 4.85698  1.041
22 O 12.04868 10.25666 4.25393  -0.618
23 O 13.81725 9.91115 5.42628  -0.467
24 H 11.89253 4.31784 4.78521  0.365
25 H 14.18797 5.21511 5.39992  0.384
26 H 14.54103 7.63561 5.38018  0.456
27 H 10.53357 8.26827 4.05769  0.452
28 H 10.12208 5.84913 4.16868  0.368
29 C 18.45253 11.34498 15.87392  -1.007
30 C 16.96413 11.09471 15.77077  -0.400
31 C 16.15345 12.32152 15.31496  0.086
32 C 14.80746 11.94106 14.69278  -0.908
33 C 14.85140 11.35371 13.30696  0.421
34 C 13.49628 10.84693 12.80757  -1.517
35 H 18.75797 12.22320 16.45902  0.378
36 H 18.77392 11.83185 14.93450  -0.048
37 H 19.06861 10.46426 16.02320  0.406
38 H 16.82141 10.35199 14.97772  0.204
39 H 16.50939 10.64622 16.65658  0.389
40 H 16.70038 12.82447 14.50511  -0.323
41 H 16.10471 13.04422 16.13082  0.459
42 H 14.18982 11.40786 15.42424  0.398
43 H 14.27060 12.89980 14.61895  0.297
44 H 15.23886 12.10023 12.60603  -0.070
45 H 15.54470 10.50829 13.22443  0.251
46 H 13.56577 10.41848 11.80230  0.311
47 H 13.15343 10.01638 13.42515  0.402
48 H 12.78151 11.66534 12.71198  0.338
49 C 15.83799 17.16923 7.58444  -1.014
50 C 14.47783 17.85832 7.73772  -0.365
51 C 13.86882 17.88578 9.13489  -0.468
52 C 14.31118 18.92029 10.16528  0.120
53 C 13.47828 20.20469 10.26495  -0.758
54 C 13.92994 21.26219 9.23345  -1.182
55 H 16.63160 17.75954 8.06191  0.334
56 H 16.23689 17.12018 6.56612  0.443
57 H 15.84660 16.13784 7.94545  0.003
58 H 14.62548 18.85938 7.32780  0.176
59 H 13.81825 17.22517 7.13874  0.308
60 H 13.96458 16.86560 9.53249  0.248
61 H 12.78002 17.93594 9.03251  0.382
62 H 14.22058 18.48811 11.17235  -0.177
63 H 15.38307 19.14021 10.14511  0.280
64 H 12.39883 20.12831 10.11369  0.323
65 H 13.56839 20.60055 11.27946  0.376
66 H 13.33030 22.16136 9.41966  0.400
67 H 14.97367 21.55182 9.33774  0.307
68 H 13.66940 20.95801 8.22056  0.286
69 C 16.91194 10.78255 9.85058  -1.130
70 C 16.54014 11.28408 8.46500  2.062
71 C 17.57295 12.23714 7.86747  0.292
72 C 17.19619 12.92064 6.54167  -0.342
73 C 17.13709 11.92705 5.38790  1.000
74 C 16.69969 12.58934 4.08001  -1.409
75 H 17.95868 10.48300 9.96889  -0.002
76 H 16.40003 9.86423 10.14258  0.513
77 H 16.69648 11.58220 10.56390  0.045
78 H 16.52389 10.42704 7.78067  0.312
79 H 15.56169 11.75734 8.38162  -1.417
80 H 18.52500 11.70176 7.84715  -0.745
81 H 17.79249 13.09213 8.52669  0.163
82 H 16.26853 13.45194 6.77873  -0.133
83 H 17.91300 13.71196 6.30735  0.553
84 H 18.13330 11.50776 5.21985  -0.487
85 H 16.44376 11.11688 5.61928  -0.014
86 H 16.87742 11.91476 3.23821  0.092
87 H 15.64868 12.86977 4.16574  0.365
88 H 17.26840 13.49142 3.83672  0.354
89 C 21.83913 6.89601 10.46979  -1.056
90 C 20.75841 6.42147 9.49433  -0.435
91 C 19.39192 6.99932 9.90054  -0.033
92 C 18.29175 6.55658 8.94615  -0.745
93 C 16.86746 6.94522 9.31252  0.420
94 C 15.83119 6.47892 8.27983  -1.548
95 H 21.50507 6.66617 11.48211  0.321
96 H 22.09812 7.94173 10.30902  0.024
97 H 22.78429 6.35424 10.36490  0.442
98 H 20.97594 6.70186 8.46452  0.224
99 H 20.62163 5.33832 9.54689  0.445
100 H 19.44099 8.09660 9.80968  -0.463
101 H 19.14231 6.83855 10.95232  0.853
102 H 18.55198 6.90109 7.94178  0.182
103 H 18.30277 5.45722 8.86147  0.272
104 H 16.55583 6.65570 10.31584  0.521
105 H 16.86430 8.04114 9.27970  -0.545
106 H 15.05404 7.24000 8.24020  0.420
107 H 16.22151 6.30592 7.27248  0.340
108 H 15.45931 5.48143 8.53029  0.389
109 C 17.11962 15.56476 11.07250  -0.981
110 C 16.26290 15.71025 12.35515  0.585
111 C 16.60888 17.08305 12.93490  -0.898
112 C 15.75499 17.50291 14.13230  -0.980
113 C 15.77960 16.50207 15.29441  0.404
114 C 14.98054 16.96548 16.50096  -1.436
115 H 17.16872 14.56938 10.63281  0.048
116 H 18.08287 16.05866 11.21907  0.502
117 H 16.68608 16.20051 10.28826  -0.048
118 H 15.21419 15.66184 12.05929  0.371
119 H 16.60279 14.89515 12.99495  -0.189
120 H 16.47666 17.86094 12.17966  0.244
121 H 17.66735 17.00369 13.19735  0.436
122 H 16.14892 18.44270 14.53815  0.420
123 H 14.73069 17.74973 13.84204  0.319
124 H 15.33133 15.55705 14.97669  -0.166
125 H 16.82189 16.30715 15.55300  0.290
126 H 14.00254 17.40809 16.27444  0.348
127 H 14.65330 16.15674 17.16480  0.365
128 H 15.46708 17.69514 17.15256  0.351
129 C 11.65684 11.09925 7.90971  -0.573
130 C 12.86384 11.80312 8.56912  -0.183
131 C 13.38104 12.80748 7.55803  -0.405
132 S 11.95271 13.63581 6.91723  1.308
133 O 12.24440 14.02050 5.55810  -0.702
134 O 11.44329 14.61049 7.87694  -0.700
135 C 10.91976 12.10513 6.99281  -0.770
136 H 11.00590 10.72545 8.69976  0.456
137 H 11.98028 10.22984 7.34291  0.005
138 H 13.64629 11.07443 8.77812  0.094
139 H 12.58006 12.25772 9.51754  0.309
140 H 13.84406 12.30442 6.70550  -0.144
141 H 14.11397 13.53369 7.91149  0.556
142 H 10.90648 11.74538 5.96713  0.235
143 H 9.96809 12.49370 7.34566  0.480
144 C 21.15274 10.74409 11.15507  0.563
145 C 20.56510 11.37964 12.43408  -0.517
146 C 21.20710 12.77059 12.62139  -0.639
147 S 22.70223 12.79238 11.57015  1.127
148 O 23.86382 13.06385 12.38153  -0.711
149 O 22.43665 13.53515 10.37269  -0.598
150 C 22.65510 11.00449 11.17047  -1.037
151 H 20.75759 11.25945 10.27832  -0.311
152 H 20.95217 9.67421 11.13569  -0.103
153 H 20.87241 10.80342 13.30398  0.312
154 H 19.50036 11.48914 12.24523  0.190
155 H 21.35968 13.01276 13.66749  0.465
156 H 20.57199 13.53678 12.17238  0.210
157 H 23.16686 10.55503 12.02273  0.430
158 H 23.19793 10.78712 10.25496  0.517
159 C 19.17032 11.72008 0.98261  0.019
160 C 18.52534 10.36251 0.74621  -0.795
161 C 17.21630 10.65506 0.02645  -0.664
162 S 17.59551 11.88520 -1.23166  1.106
163 O 16.47414 12.81200 -1.25663  -0.658
164 O 18.09203 11.30000 -2.45472  -0.641
165 C 18.98348 12.60176 -0.27640  -0.811
166 H 20.25450 11.66247 1.06231  0.355
167 H 18.67784 12.30126 1.76295  -0.129
168 H 18.41340 9.76979 1.65582  0.354
169 H 19.18913 9.71604 0.16125  0.405
170 H 16.58422 11.15780 0.76515  0.260
171 H 16.60160 9.82762 -0.32214  0.488
172 H 18.77091 13.66102 -0.17522  0.396
173 H 19.82537 12.46120 -0.95666  0.354

Properties
Orbital gap: 9.2 eV
Spin multiplicity: 1

2.
The following is a DFT calculation (ωB97M-V/def2-TZVPD) of a 3-piece molecular cluster, C24H23ClF16I2O5 overall in a non-equilibrium geometry.

Last column: Mulliken charge in e.
Geometry (Å):
1 C -4.80516 1.45701 2.51824  -0.885
2 C -3.47748 0.78795 1.76125  0.220
3 I -1.88309 -0.28040 2.83002  0.058
4 C -3.37819 0.92770 0.28219  -0.644
5 I -5.02318 2.04611 -0.72354  0.064
6 C -2.19635 0.31680 -0.67867  0.581
7 C -2.59230 -0.77191 -1.63968  0.432
8 C -4.08893 -1.42758 -1.77352  -0.569
9 C -3.90358 -3.06258 -1.55908  0.014
10 C -2.97140 -3.46621 -0.27182  -0.678
11 Cl -5.51989 -3.96429 -1.39700  -0.218
12 C -1.39842 -1.38723 -2.63640  0.013
13 O -1.59411 -1.72214 -3.91738  -0.552
14 C 0.10124 -1.50661 -1.90556  -0.612
15 C 0.49423 -0.45213 -0.91937  0.729
16 C 1.94429 -0.53883 -0.15876  -0.501
17 C 2.44808 -2.05832 0.20429  0.134
18 O 2.10198 -2.51307 1.56640  -0.538
19 C -0.61960 0.77568 -0.69746  -0.103
20 O -0.15189 2.02204 -0.59283  -0.593
21 H -5.79871 0.94497 2.09894  0.301
22 H -4.79244 1.27882 3.67756  0.298
23 H -4.92660 2.60326 2.30424  0.194
24 H -4.86228 -1.07685 -0.96820  0.372
25 H -4.44432 -1.28173 -2.87888  0.271
26 H -3.31386 -3.43532 -2.52724  0.342
27 H -2.73904 -2.59138 0.47031  0.068
28 H -3.58116 -4.28266 0.34844  0.400
29 H -1.93348 -3.93986 -0.60709  0.145
30 H 0.73282 -2.44982 -2.18977  0.209
31 H 2.74072 -0.04950 -0.89364  0.291
32 H 1.98719 0.08987 0.84278  0.310
33 H 3.64072 -2.03854 0.15635  -0.058
34 H 2.11318 -2.88619 -0.55186  0.244
35 H 1.73708 -3.45099 1.42536  0.333
36 C -2.51419 7.23561 1.05154  -0.718
37 C -3.84180 6.52937 1.36961  0.827
38 C -4.30702 5.52202 0.32355  0.121
39 F -4.47054 6.07521 -0.90206  -0.230
40 F -5.51136 4.99528 0.66630  -0.241
41 F -4.79390 7.46975 1.61683  -0.286
42 F -3.67013 5.86114 2.55179  -0.329
43 O -2.60687 8.52414 0.43502  -0.405
44 C -2.80931 8.51252 -0.97674  0.736
45 C -4.19682 9.02869 -1.39068  0.215
46 F -5.19468 8.34987 -0.76995  -0.194
47 F -4.39626 8.87229 -2.72638  -0.255
48 F -2.54173 7.27104 -1.44761  -0.262
49 F -1.85064 9.32158 -1.49810  -0.296
50 H -2.03111 7.43428 2.01634  0.425
51 H -1.80915 6.58204 0.52359  0.365
52 H -3.59923 4.69277 0.23330  0.270
53 H -4.30966 10.08715 -1.14615  0.236
54 C 7.03445 -6.73368 0.14669  -0.629
55 C 7.92657 -6.25801 1.30444  0.834
56 C 7.18872 -5.58625 2.45758  0.100
57 F 6.48378 -4.49756 2.06682  -0.184
58 F 8.06494 -5.15293 3.40090  -0.283
59 F 8.90850 -5.45877 0.80550  -0.273
60 F 8.56751 -7.36149 1.79948  -0.330
61 O 6.91500 -5.85032 -0.97331  -0.409
62 C 5.96467 -4.79760 -0.82216  0.769
63 C 6.61469 -3.40755 -0.73166  0.189
64 F 7.54133 -3.34618 0.25800  -0.213
65 F 5.68746 -2.45341 -0.45204  -0.240
66 F 5.16281 -5.07918 0.23251  -0.275
67 F 5.16686 -4.85427 -1.92023  -0.314
68 H 7.51661 -7.62790 -0.26753  0.413
69 H 6.05530 -7.08750 0.49171  0.307
70 H 6.50025 -6.28352 2.94399  0.269
71 H 7.10885 -3.14471 -1.66951  0.218

Properties
Orbital gap: 7.4 eV
Spin multiplicity: 1

3.
The following is a DFT calculation (ωB97M-V/def2-TZVPD) of one molecule with the formula C3H3FN2 in a non-equilibrium geometry.

Last column: natural (NBO) charge in e.
Geometry (Å):
1 C 0.16552 -0.82225 0.00441  -0.001
2 C 1.38195 0.07875 0.07380  0.009
3 C -2.16132 -0.05565 -0.50874  0.711
4 N -1.11377 -0.49278 -0.06748  -0.537
5 N 1.52130 1.29296 -0.09448  -0.586
6 F -3.17984 0.22561 0.30584  -0.308
7 H 0.46293 -1.82394 0.06186  0.200
8 H 2.32789 -0.26868 0.52581  0.193
9 H 0.59534 1.86600 -0.30101  0.318

Properties
Energy above the lowest of the compared OMol25 structures with the same formula, charge and spin: 0.0 kJ/mol
Orbital gap (alpha / beta): 8.3 / 7.3 eV
<S²>: 2.0190
Spin multiplicity: 3

4.
The following is a DFT calculation (ωB97M-V/def2-TZVPD) of C32H38AsN4O2PReSSe as an isolated structure.

Last column: natural (NBO) charge in e.
Geometry (Å):
1 Re -0.63166 0.12458 1.35387  0.772
2 O -2.07535 -1.81336 2.90433  -0.535
3 N -0.81640 -1.77277 2.30960  -0.198
4 C -0.05784 -2.78423 2.50954  0.130
5 C 1.26573 -3.03564 1.97868  -0.056
6 C 1.90560 -4.13781 2.56242  -0.162
7 C 3.19748 -4.48744 2.21301  -0.156
8 C 3.87032 -3.72293 1.27622  -0.146
9 C 3.24291 -2.63472 0.68282  -0.180
10 C 1.93180 -2.28310 0.99081  -0.347
11 P 1.24461 -0.83178 0.11173  0.999
12 C 2.68083 0.28920 0.17500  -0.400
13 C 3.00458 0.91905 1.37685  -0.196
14 C 4.14001 1.70504 1.46593  -0.195
15 C 4.96644 1.86186 0.35929  -0.173
16 C 4.65618 1.23240 -0.83709  -0.211
17 C 3.51227 0.44941 -0.93351  -0.160
18 C 1.10906 -1.29715 -1.64605  -0.298
19 C 1.74243 -2.41451 -2.19037  -0.207
20 C 1.64490 -2.68967 -3.54683  -0.190
21 C 0.92447 -1.84853 -4.38106  -0.157
22 C 0.28810 -0.73558 -3.84907  -0.229
23 C 0.36603 -0.47183 -2.49006  -0.236
24 H -2.04256 -2.39903 3.67981  0.488
25 H -0.44807 -3.57051 3.15586  0.214
26 H 1.38352 -4.71734 3.31317  0.234
27 H 3.67613 -5.33731 2.67843  0.254
28 H 4.88874 -3.96441 1.00354  0.251
29 H 3.80567 -2.04266 -0.02668  0.238
30 H 2.38901 0.78015 2.26055  0.211
31 H 4.39484 2.18447 2.40138  0.242
32 H 5.86070 2.46573 0.43632  0.247
33 H 5.30798 1.34102 -1.69354  0.243
34 H 3.27889 -0.04433 -1.86842  0.221
35 H 2.31337 -3.08772 -1.56812  0.232
36 H 2.14392 -3.55899 -3.95285  0.246
37 H 0.86354 -2.05649 -5.44072  0.244
38 H -0.26157 -0.06865 -4.50066  0.224
39 H -0.13957 0.39793 -2.08068  0.207
40 O -1.31393 0.86385 3.08326  -0.620
41 N -2.27260 1.69434 3.53016  0.048
42 C -1.90434 2.64222 4.40782  0.057
43 C -2.86095 3.48194 4.93465  -0.203
44 C -4.18523 3.33308 4.54755  -0.106
45 C -4.52417 2.34114 3.63717  -0.196
46 C -3.54260 1.51679 3.13381  0.035
47 H -0.85226 2.66904 4.64708  0.257
48 H -2.56003 4.23855 5.64448  0.269
49 H -4.94827 3.98010 4.95718  0.264
50 H -5.54593 2.19000 3.32111  0.264
51 H -3.70679 0.70645 2.43831  0.251
52 C -3.06231 0.09912 -3.45172  -0.412
53 N -2.91980 -1.18373 -2.77777  -0.317
54 C -3.11724 -2.38666 -3.40705  -0.035
55 C -2.94764 -3.35245 -2.47634  -0.033
56 N -2.66826 -2.72440 -1.28756  -0.315
57 C -2.47661 -3.44043 -0.03945  -0.417
58 C -2.62222 -1.39907 -1.48112  0.255
59 Se -2.42015 0.08774 -0.27551  0.078
60 H -2.83289 -0.04294 -4.50439  0.240
61 H -2.36558 0.81035 -3.01827  0.220
62 H -4.08090 0.46898 -3.34576  0.243
63 H -3.36947 -2.44657 -4.45104  0.263
64 H -3.02085 -4.42335 -2.54551  0.262
65 H -1.53352 -3.98442 -0.06745  0.224
66 H -3.30214 -4.13638 0.09591  0.246
67 H -2.48944 -2.72116 0.76943  0.232
68 C 0.53305 5.38731 -0.14861  -0.946
69 As 0.18218 3.60476 -0.76953  1.500
70 C -1.30200 3.65948 -1.99879  -0.954
71 C 1.72881 3.02270 -1.74524  -0.960
72 S -0.34603 2.55018 1.03740  -0.541
73 H 0.85729 5.99589 -0.99249  0.270
74 H 1.31749 5.34732 0.60505  0.270
75 H -0.37404 5.80435 0.28444  0.269
76 H -1.18126 4.51519 -2.66263  0.273
77 H -2.22838 3.75167 -1.43555  0.267
78 H -1.31366 2.74429 -2.58735  0.238
79 H 1.80374 3.66609 -2.62339  0.270
80 H 1.62897 1.98479 -2.05447  0.256
81 H 2.61292 3.14151 -1.12128  0.272

Properties
Orbital gap (alpha / beta): 7.1 / 6.6 eV
<S²>: 2.0203
Spin multiplicity: 3
Net charge: +3